12
Properties=species:S:1:pos:R:3:forces:R:3:mulliken_charge:R:1 method="wB97M-V/def2-TZVPD" e_tot_ev=-6756.94030 relative_energy_kj_mol=794.8 max_force_ha_per_bohr=0.1013 lumo_energy_ev="-5.44 / -5.62" spin_multiplicity=1 total_charge=+1
C 1.61564 0.23018 -0.25575 1.567 2.798 -0.028 -0.419
C 0.35940 -1.63134 -0.26502 1.543 4.970 0.209 -0.406
C -0.80326 0.27963 -0.83852 -2.113 -0.090 1.088 -0.464
C 0.50287 -0.35677 -1.03644 0.668 -1.695 0.959 0.531
C 0.54027 -0.42805 0.61339 0.379 -1.033 -0.575 0.003
N -0.84121 0.33295 0.71989 2.328 -0.353 -3.171 -0.100
H 2.64669 -0.27669 -0.20166 -1.964 0.595 -0.265 0.276
H 1.71649 1.40100 -0.33393 -0.362 -2.386 0.552 0.242
H -0.23564 -2.42873 -0.37104 -2.197 -2.815 0.029 0.396
H -1.79425 0.33144 -1.32259 1.021 0.004 -0.163 0.373
H -0.92358 1.25973 1.03211 0.798 2.084 0.499 0.284
H -1.46902 -0.11222 1.30995 -1.669 -2.078 0.865 0.285